1.
This record from the Open Molecules 2025 dataset describes the molecule C5H8O. The level of theory is wB97M-V/def2-TZVPD.

As for the SMILES: C=C/C=C/CO. As for the net charge: 0. The calculation puts the HOMO-LUMO gap at 0.3607 hartree. For the energy above the lowest of the compared OMol25 structures with the same formula, charge and spin, the calculation gives 41.0 kcal per mole.

Geometry (Å):
C  -2.481065  -1.790082  -0.785218
C  -1.779751  -0.676643  -0.622952
C  -0.383815  -0.651532  -0.200466
C  0.266843  0.461041  0.120405
C  1.690419  0.519052  0.605919
O  2.228367  1.826603  0.664986
H  -2.060632  -2.789608  -0.717106
H  -3.494443  -1.863845  -1.125247
H  -2.244549  0.279634  -0.832513
H  0.134268  -1.605957  -0.240821
H  -0.231679  1.429009  0.076218
H  2.392365  -0.124833  0.082017
H  1.622345  0.126795  1.629644
H  1.506374  2.432786  0.623278

Atoms 1-2, force components in eV/Å:
C 0.17 -0.86 -0.45
C -0.14 -0.01 0.00

=====

2.
This record from the Open Molecules 2025 dataset describes the molecule C3H9N2O2P. The level of theory is wB97M-V/def2-TZVPD.

As for the SMILES: [H]/N=C(\N)OP(C)(C)=O. As for the net charge: 0. The calculation puts the HOMO-LUMO gap at 0.3773 hartree. For the energy above the lowest of the compared OMol25 structures with the same formula, charge and spin, the calculation gives 24.4 kcal per mole.

Geometry (Å):
H  -2.959446  1.258737  -0.267237
N  -1.898826  1.040414  -0.396638
C  -1.632479  -0.035514  0.255211
N  -2.553840  -0.653941  1.095250
O  -0.517739  -0.762292  0.136497
P  0.925607  0.119901  0.240967
C  0.889463  1.137641  -1.287746
C  2.177282  -1.230955  0.068121
O  1.052110  0.873617  1.546925
H  -3.293794  -0.002427  1.374000
H  -2.326341  -1.289338  1.773800
H  0.535189  0.448828  -2.137038
H  0.304771  2.065184  -1.346108
H  1.937613  1.423241  -1.294244
H  1.995912  -1.879491  -0.762006
H  3.104100  -0.736778  -0.025924
H  2.260426  -1.776824  1.026170

Atoms 1-2, force components in eV/Å:
H 2.60 -0.26 -0.07
N -1.69 -0.64 0.27

=====

3.
This record from the Open Molecules 2025 dataset describes a cluster of 2 separate species, C4H6N2 in total. The level of theory is wB97M-V/def2-TZVPD.

As for the net charge: 0. The calculation puts the HOMO-LUMO gap (spin up / spin down) at 0.2751 / 0.2753 hartree. For the energy above the lowest of the compared OMol25 structures with the same formula, charge and spin, the calculation gives 201.9 kcal per mole.

Geometry (Å):
C  -1.033450  3.050635  -1.536718
C  -0.693474  2.001408  -1.068529
C  0.007850  -1.434393  -0.572010
C  0.724630  -0.187972  -0.312632
N  -0.008391  -0.699509  0.692828
N  0.408090  -1.201381  1.932346
H  -1.428925  3.958887  -1.902081
H  -0.934567  -1.435423  -1.101902
H  0.573573  -2.360689  -0.634510
H  1.719553  0.185287  -0.394730
H  1.075715  -0.570072  2.367477
H  -0.410603  -1.306777  2.530462

Atoms 1-2, force components in eV/Å:
C -0.56 1.19 -0.46
C 1.93 -3.08 1.01

=====

4.
This record from the Open Molecules 2025 dataset describes a structure of composition C31H26FeO4. The level of theory is wB97M-V/def2-TZVPD.

The spin multiplicity is 5. As for the net charge: 0. The calculation puts the HOMO-LUMO gap (spin up / spin down) at 0.2330 / 0.2410 hartree. For the energy above the lowest of the compared OMol25 structures with the same formula, charge and spin, the calculation gives 0.0 kcal per mole.

Geometry (Å):
C  4.280605  0.571518  -0.007584
C  3.478797  1.161980  -1.134461
C  2.382390  0.418930  -1.781363
Fe  3.048182  -1.328572  -2.814197
C  1.723235  -2.177535  -1.837284
O  0.990702  -2.583430  -1.031791
C  4.052961  -2.318749  -1.544314
O  4.376608  -3.068488  -0.707564
C  2.357200  -0.848374  -4.641339
C  2.598357  -2.268356  -4.443252
C  4.011652  -2.426189  -4.109891
C  4.624840  -1.111507  -4.151398
C  3.605967  -0.147242  -4.439348
H  4.743139  1.429385  0.532913
H  3.641190  -0.062269  0.637502
H  5.155497  -0.076639  -0.308301
H  4.131161  1.655760  -1.902311
H  1.516314  0.165424  -1.127044
H  1.969416  0.980401  -2.656688
H  1.410861  -0.388154  -4.938940
H  1.856181  -3.072356  -4.511129
H  4.539651  -3.374347  -3.987272
H  5.694082  -0.885498  -4.055425
H  3.782245  0.919882  -4.605586
C  -0.771286  -2.603873  4.525666
C  0.052682  -2.599778  3.389764
C  -0.090170  -1.626305  2.403550
C  -1.087613  -0.638925  2.529970
C  -1.301502  0.374845  1.497985
C  -0.164120  1.157583  1.052090
C  -0.393369  2.599574  0.670010
C  -1.185634  3.441312  1.467409
C  -1.398800  4.770942  1.093952
C  -0.738216  5.280239  -0.033655
C  0.141163  4.465365  -0.762498
C  0.312609  3.127586  -0.409668
O  0.993029  0.690547  1.023852
C  -2.700167  0.761077  1.194430
C  -3.842370  -0.241803  1.006437
C  -3.969220  -1.508123  1.589438
C  -5.189552  -2.211606  1.584831
C  -6.284294  -1.726550  0.864767
C  -6.140879  -0.518880  0.160618
C  -4.948478  0.204368  0.241844
O  -3.073942  1.942975  1.092760
C  -1.908740  -0.641854  3.690283
C  -1.745399  -1.607788  4.681491
H  -0.639403  -3.379020  5.287304
H  0.828150  -3.354613  3.245941
H  0.536084  -1.611849  1.513950
H  -1.553627  3.097454  2.438236
H  -2.072667  5.390705  1.692535
H  -0.870425  6.322090  -0.325517
H  0.731737  4.832389  -1.602187
H  1.021245  2.468384  -0.918727
H  -3.111556  -1.961773  2.083210
H  -5.283114  -3.147569  2.150693
H  -7.229036  -2.278126  0.847365
H  -6.966135  -0.140129  -0.452900
H  -4.874872  1.151372  -0.291786
H  -2.668904  0.143826  3.777917
H  -2.384442  -1.589645  5.564709

Atoms 1-2, force components in eV/Å:
C 0.09 0.36 0.53
C 0.60 -2.19 -2.34

=====

5.
This record from the Open Molecules 2025 dataset describes the molecule C5H11NO2. The level of theory is wB97M-V/def2-TZVPD.

As for the SMILES: C[C@@]1(N)CO[C@@]1(C)O. As for the net charge: 0. The calculation puts the HOMO-LUMO gap at 0.3718 hartree. For the energy above the lowest of the compared OMol25 structures with the same formula, charge and spin, the calculation gives 42.7 kcal per mole.

Geometry (Å):
C  0.863119  1.320376  -1.091743
C  0.247192  0.005652  -0.636960
N  -0.846520  -0.473444  -1.454107
C  1.215854  -1.059536  -0.231911
O  0.968000  -0.831697  1.307066
C  -0.118277  -0.008860  1.012562
C  -1.467242  -0.638872  1.310586
O  -0.034719  1.255948  1.555507
H  1.281871  1.217076  -2.094767
H  1.650246  1.632310  -0.408524
H  0.104443  2.102545  -1.106612
H  -0.535166  -0.608283  -2.411199
H  -1.595054  0.211228  -1.472048
H  2.278395  -0.871015  -0.371666
H  0.922823  -2.076845  -0.486905
H  -1.493925  -0.877219  2.373715
H  -2.268949  0.055812  1.072793
H  -1.592730  -1.546333  0.729868
H  0.420638  1.191156  2.404344

Atoms 1-2, force components in eV/Å:
C -0.04 -0.26 0.21
C -0.99 0.78 2.14

=====

6.
This record from the Open Molecules 2025 dataset describes the molecule C30H33N5O3S. The level of theory is wB97M-V/def2-TZVPD.

As for the SMILES: COc1ccc([C@@H](C(=O)NC(C)(C)C)N(C(=O)CSc2nnc(-c3ccccc3)n2C)c2ccccc2)cc1. As for the net charge: 0. The calculation puts the HOMO-LUMO gap at 0.3187 hartree.

Geometry (Å):
C  1.533923  4.601479  -1.634397
O  1.602519  3.906878  -0.413281
C  0.659079  2.958889  -0.149011
C  0.835872  2.239088  1.033551
C  -0.054859  1.250641  1.387229
C  -1.150961  0.962969  0.580357
C  -2.084898  -0.161137  0.962909
C  -3.553505  0.149564  0.646999
O  -4.314407  -0.629617  0.115703
N  -3.898656  1.376979  1.085227
C  -5.209944  2.003430  0.909850
C  -5.134103  3.391253  1.543980
C  -6.274054  1.155862  1.610526
C  -5.519714  2.118062  -0.585342
N  -1.634899  -1.425382  0.383982
C  -0.857682  -2.205302  1.160390
O  -0.603491  -1.946365  2.322100
C  -0.301332  -3.454848  0.494237
S  1.421145  -3.660985  1.019714
C  2.029650  -2.157208  0.410261
N  1.398792  -1.327502  -0.378086
N  2.228968  -0.307727  -0.630548
C  3.361653  -0.521150  -0.009958
C  4.515279  0.357513  -0.086531
C  4.302833  1.728844  -0.223776
C  5.375077  2.594403  -0.312046
C  6.671568  2.106259  -0.272859
C  6.889089  0.743297  -0.163538
C  5.820638  -0.130504  -0.073310
N  3.285803  -1.704168  0.687834
C  4.205523  -2.309564  1.606208
C  -1.925734  -1.719570  -0.978266
C  -2.924835  -2.638061  -1.278136
C  -3.229513  -2.915235  -2.597842
C  -2.537359  -2.284602  -3.618845
C  -1.528437  -1.386427  -3.316526
C  -1.214473  -1.101259  -1.998385
C  -1.329245  1.687486  -0.589175
C  -0.435352  2.677844  -0.957846
H  0.623068  5.205211  -1.704806
H  2.400955  5.260228  -1.648216
H  1.585759  3.916973  -2.486769
H  1.686573  2.470077  1.655630
H  0.101432  0.682081  2.291789
H  -2.017875  -0.317241  2.050032
H  -3.172200  1.952377  1.482235
H  -4.900506  3.314648  2.603844
H  -6.088019  3.900668  1.439232
H  -4.367985  3.992824  1.058307
H  -6.047636  1.066760  2.670590
H  -6.295226  0.162142  1.173483
H  -7.252859  1.613506  1.497100
H  -6.492117  2.579251  -0.733898
H  -5.527246  1.128631  -1.033741
H  -4.764323  2.723556  -1.082143
H  -0.827221  -4.341098  0.849736
H  -0.325362  -3.399904  -0.591584
H  3.291249  2.095823  -0.258003
H  5.197715  3.655069  -0.409627
H  7.510160  2.783741  -0.337507
H  7.897373  0.355513  -0.153386
H  6.007735  -1.192546  -0.026910
H  4.844420  -1.542360  2.042238
H  4.821119  -3.059954  1.104240
H  3.635504  -2.804106  2.394439
H  -3.467288  -3.113338  -0.476197
H  -4.012192  -3.622087  -2.829917
H  -2.780727  -2.499384  -4.649226
H  -0.975179  -0.906186  -4.110212
H  -0.402726  -0.436160  -1.754138
H  -2.173531  1.472071  -1.228493
H  -0.599735  3.213538  -1.879409

Atoms 1-2, force components in eV/Å:
C -0.02 0.12 -0.22
O 0.00 -0.20 0.28